90
Properties=species:S:1:pos:R:3:forces:R:3 method="wB97M-V/def2-TZVPD" homo_lumo_gap_ev=4.7 e_tot_ev=-78376.527 total_charge=-2
Cs -0.908 0.600 -0.023 -0.7858 -0.0524 -0.2318
C 0.284 -2.331 -2.943 0.0101 -0.0450 -0.0033
N -0.871 -1.516 -3.201 0.0730 0.0575 0.0958
C -0.526 -0.157 -3.555 0.0906 0.0515 0.1256
C -1.926 -2.077 -3.959 -0.0105 -0.0093 -0.0381
C -1.731 -3.169 -4.781 0.0513 0.0346 0.0185
C -2.784 -3.776 -5.471 0.0489 -0.0815 -0.0326
C -4.053 -3.252 -5.311 -0.0893 0.0269 -0.0280
C -4.276 -2.147 -4.505 -0.0083 0.0657 0.0154
C -3.234 -1.500 -3.792 0.0447 -0.1535 0.0076
N -3.373 -0.509 -2.900 0.0068 0.0018 0.0280
C -4.513 0.233 -2.812 -0.0080 0.1368 0.0445
C -5.191 0.782 -3.914 0.0059 -0.0509 0.0077
C -6.251 1.665 -3.771 0.0233 -0.0525 -0.1184
C -6.684 2.031 -2.510 -0.0624 0.0776 0.0963
C -6.042 1.497 -1.395 0.0144 -0.0155 -0.0401
C -4.983 0.610 -1.518 -0.0069 0.0696 -0.0110
N -4.306 0.095 -0.385 0.0685 0.0686 0.1094
C -4.571 0.746 0.876 0.0111 0.0306 0.1353
C -4.382 -1.349 -0.254 0.0425 -0.0967 -0.0214
H 0.975 -2.419 -3.804 -0.0048 0.0095 -0.0226
H -0.025 -3.334 -2.650 -0.0164 -0.0203 0.0061
H 0.835 -1.900 -2.106 0.0193 0.0192 0.0257
H 0.063 -0.101 -4.488 -0.0256 -0.0236 0.0284
H 0.076 0.283 -2.751 0.1011 0.0016 -0.1767
H -1.440 0.425 -3.654 -0.0067 0.0261 -0.0443
H -0.730 -3.570 -4.881 0.0397 -0.0402 -0.0200
H -2.605 -4.640 -6.100 0.0033 -0.0190 -0.0135
H -4.898 -3.714 -5.813 -0.0160 -0.0125 -0.0096
H -5.286 -1.785 -4.370 -0.0455 0.0203 -0.0091
H -4.822 0.528 -4.900 -0.0228 -0.0012 -0.0584
H -6.724 2.079 -4.655 -0.0106 0.0153 -0.0146
H -7.502 2.729 -2.381 -0.0049 0.0067 -0.0039
H -6.373 1.791 -0.409 -0.0400 0.0235 0.0550
H -5.596 0.579 1.252 0.0037 -0.0285 -0.0051
H -4.387 1.816 0.805 0.0088 0.0630 -0.0206
H -3.885 0.349 1.630 -0.0456 -0.0036 -0.0176
H -5.386 -1.667 0.070 -0.0482 -0.0298 -0.0026
H -3.664 -1.686 0.497 0.0291 -0.0230 0.0080
H -4.134 -1.815 -1.203 -0.0023 -0.0252 0.0101
C 7.113 -3.375 -1.790 0.0387 -0.0538 -0.0176
C 5.956 -2.643 -1.169 -0.0646 0.0149 -0.0213
C 4.813 -2.352 -1.909 0.0532 -0.0110 0.0370
C 3.750 -1.672 -1.341 -0.0019 0.0112 0.0418
C 3.810 -1.274 -0.014 -0.1039 -0.0354 -0.0410
C 4.945 -1.546 0.731 0.0090 0.0137 0.0128
C 6.007 -2.226 0.156 -0.0103 0.0032 -0.0134
S 2.411 -0.429 0.724 0.2278 0.0722 0.0034
O 2.039 0.602 -0.231 0.2734 0.0282 -0.0105
O 2.910 0.037 2.007 -0.0596 -0.0319 -0.0033
N 1.205 -1.419 0.777 0.2027 0.0978 -0.0569
C 1.074 -2.426 1.691 -0.1036 -0.0507 -0.0200
C 2.076 -2.854 2.584 0.0660 -0.0603 0.0736
C 1.817 -3.907 3.430 0.1553 0.0016 0.0870
C 0.577 -4.525 3.403 -0.1208 -0.1288 0.0451
C -0.354 -4.029 2.507 -0.0282 -0.0680 0.0542
N -0.133 -3.024 1.675 0.0905 0.1315 -0.0724
H 6.862 -3.729 -2.788 -0.0138 -0.0125 -0.0372
H 7.404 -4.239 -1.191 -0.0033 -0.0150 0.0243
H 7.988 -2.730 -1.875 0.0481 0.0450 0.0000
H 4.754 -2.662 -2.944 -0.0018 -0.0177 -0.0606
H 2.875 -1.442 -1.926 -0.1169 0.0301 -0.0717
H 4.990 -1.205 1.754 0.0006 0.0240 0.1113
H 6.890 -2.434 0.748 0.0544 -0.0173 0.0314
H 3.027 -2.346 2.623 0.0160 0.0416 -0.0298
H 2.586 -4.239 4.120 -0.0276 -0.0024 -0.0172
H 0.332 -5.352 4.055 -0.0061 -0.0168 0.0190
H -1.347 -4.466 2.455 -0.0404 -0.0343 0.0026
C 5.931 6.726 5.549 -0.0214 0.0181 -0.1070
C 4.682 6.310 4.798 -0.0895 0.1309 -0.2102
O 4.220 6.975 3.904 0.0934 -0.1240 0.1984
S 4.016 4.779 5.383 -0.0299 -0.0165 0.0587
C 2.611 4.503 4.347 0.0498 -0.0673 -0.0568
C 1.456 5.263 4.490 0.0104 0.1087 0.0946
C 0.343 4.985 3.721 -0.0571 -0.0035 -0.0285
C 0.348 3.925 2.804 0.0230 -0.0765 -0.0603
C 1.523 3.174 2.671 -0.1898 0.0982 -0.0067
C 2.641 3.457 3.429 0.0434 -0.0013 0.0016
C -0.826 3.585 2.056 0.0419 0.1312 0.1419
C -1.879 3.284 1.490 -0.0594 -0.0337 0.1150
H 6.765 6.701 4.847 0.0186 0.0112 0.0083
H 6.153 6.083 6.396 -0.0227 -0.0563 0.0369
H 5.797 7.753 5.884 0.0248 0.0526 0.0298
H 1.435 6.074 5.208 -0.0033 -0.0090 -0.0063
H -0.559 5.573 3.830 0.0200 -0.0066 0.0078
H 1.534 2.354 1.971 0.1404 -0.1317 -0.0658
H 3.529 2.850 3.313 0.0434 -0.0256 0.0091
N -3.402 2.392 3.868 0.1383 0.1530 -0.2773
C -3.990 1.986 4.782 -0.0154 0.0067 0.0348
H -2.873 2.753 3.032 -0.1271 -0.1400 0.1376